Computed, not measured: a 19-piece molecular cluster, C45H85Cl36NO8S overall at a distorted geometry, with the ωB97M-V functional and the def2-TZVPD basis.

Summary:
Electronic energy (eV): -527553.2355
Kohn-Sham gap (eV): 9.06
E_HOMO (Eh): -0.3250
Multiplicity: 1

Each line ends with the Mulliken charge.
Atoms and positions in Å:
C1 3.779 -5.502 2.664  -0.636
C2 3.073 -6.204 1.816  -0.370
C3 1.696 -6.572 2.212  0.725
O1 1.372 -6.857 3.265  -0.478
O2 0.836 -6.471 1.184  -0.467
C4 0.073 -5.243 1.280  -0.759
C5 -1.326 -5.549 1.837  -0.076
C6 -2.457 -5.316 0.835  -1.162
C7 -2.387 -3.971 0.121  -1.771
C8 -2.138 -2.744 1.084  1.529
C9 -3.111 -1.598 0.679  -1.185
C10 -2.765 -0.180 1.208  1.851
C11 -1.260 0.126 1.136  -0.934
C12 -0.411 -0.102 2.377  -0.071
C13 1.055 0.239 1.995  -1.121
C14 1.428 1.648 2.412  0.478
C15 2.821 1.966 1.829  -0.894
C16 3.938 1.339 2.641  -0.420
O3 5.137 1.193 1.885  -0.406
C17 5.132 0.135 1.098  0.738
C18 6.190 0.129 0.052  -0.991
O4 4.395 -0.763 1.185  -0.513
C19 -3.422 0.847 0.194  -2.215
C20 -2.732 0.888 -1.177  0.174
C21 -3.788 0.894 -2.270  -1.396
N1 -4.655 2.083 -2.223  -0.311
S1 -3.385 2.510 0.943  1.800
O5 -4.694 3.023 1.045  -0.783
O6 -2.597 3.373 0.169  -0.721
O7 -2.678 2.453 2.362  -0.420
C22 -3.122 1.402 3.242  -2.016
C23 -3.460 0.065 2.576  2.206
C24 -5.016 0.050 2.473  -2.124
C25 -3.195 -1.060 3.602  -1.805
O8 -3.416 -0.607 4.924  -0.385
C26 -4.418 -1.332 5.600  -0.014
C27 -3.986 -2.741 5.953  -0.495
H1 3.782 -5.783 3.701  0.313
H2 4.309 -4.643 2.291  0.270
H3 3.390 -6.515 0.835  0.420
H4 0.567 -4.607 2.006  0.444
H5 0.066 -4.720 0.335  0.332
H6 -1.507 -4.899 2.683  0.070
H7 -1.358 -6.584 2.123  0.413
H8 -2.475 -6.080 0.062  0.480
H9 -3.420 -5.393 1.328  0.039
H10 -3.306 -3.783 -0.422  0.749
H11 -1.606 -3.929 -0.618  0.401
H12 -1.092 -2.500 0.971  0.027
H13 -2.394 -3.117 2.065  -0.263
H14 -3.169 -1.616 -0.400  0.187
H15 -4.091 -1.922 1.006  0.287
H16 -1.049 1.134 0.797  0.630
H17 -0.845 -0.509 0.361  0.927
H18 -0.391 -1.148 2.646  0.069
H19 -0.647 0.534 3.218  0.279
H20 1.189 0.067 0.935  0.283
H21 1.669 -0.427 2.587  0.561
H22 0.748 2.396 2.016  0.433
H23 1.497 1.752 3.491  -0.805
H24 2.986 3.028 1.732  0.391
H25 2.848 1.480 0.859  0.363
H26 3.625 0.431 3.132  0.421
H27 4.181 2.029 3.440  0.224
H28 6.891 -0.673 0.227  0.327
H29 5.763 -0.040 -0.924  0.297
H30 6.762 1.049 0.037  0.167
H31 -4.445 0.579 -0.002  1.460
H32 -2.025 1.696 -1.280  1.108
H33 -2.178 -0.019 -1.349  -0.908
H34 -3.364 0.700 -3.249  0.504
H35 -4.417 0.024 -2.055  0.308
H36 -5.521 1.794 -1.789  0.277
H37 -4.936 2.289 -3.177  -0.019
H38 -2.374 1.309 4.010  0.622
H39 -3.995 1.776 3.759  0.451
H40 -5.408 -0.926 2.213  0.240
H41 -5.415 0.853 1.867  0.612
H42 -5.358 0.242 3.483  0.331
H43 -3.947 -1.821 3.408  0.911
H44 -2.243 -1.555 3.469  -0.292
H45 -4.643 -0.849 6.541  0.618
H46 -5.336 -1.316 5.017  0.074
H47 -3.131 -2.684 6.609  0.043
H48 -3.699 -3.275 5.053  -0.147
H49 -4.809 -3.293 6.386  0.366
C28 1.641 2.302 6.621  -0.322
Cl1 2.141 0.913 5.646  -0.063
Cl2 0.279 3.155 5.886  -0.127
H50 1.345 1.949 7.601  0.264
H51 2.477 2.985 6.706  0.322
C29 9.248 2.636 -1.244  -0.309
Cl3 9.816 1.193 -0.401  -0.151
Cl4 8.196 2.228 -2.610  -0.075
H52 8.691 3.253 -0.548  0.152
H53 10.108 3.178 -1.620  0.386
C30 -4.209 -7.244 4.200  -0.489
Cl5 -3.525 -8.283 2.947  -0.152
Cl6 -4.482 -5.595 3.615  -0.023
H54 -5.159 -7.660 4.515  0.377
H55 -3.522 -7.205 5.037  0.340
C31 -8.174 0.210 5.626  -0.117
Cl7 -7.574 -1.065 6.698  -0.141
Cl8 -9.112 -0.437 4.279  -0.150
H56 -8.801 0.878 6.204  0.355
H57 -7.326 0.751 5.220  0.084
C32 -0.480 -1.586 8.783  -0.381
Cl9 -1.452 -1.037 7.413  -0.015
Cl10 0.031 -3.267 8.588  -0.162
H58 0.402 -0.961 8.858  0.228
H59 -1.073 -1.505 9.686  0.319
C33 0.389 1.473 -3.929  0.001
Cl11 -0.001 0.324 -2.644  -0.099
Cl12 -0.473 1.074 -5.422  -0.151
H60 0.096 2.464 -3.607  0.047
H61 1.457 1.446 -4.122  0.147
C34 -7.985 -5.596 2.020  0.287
Cl13 -8.039 -4.050 2.877  -0.084
Cl14 -8.261 -5.387 0.285  -0.185
H62 -7.008 -6.041 2.169  -0.016
H63 -8.756 -6.244 2.421  -0.018
C35 7.641 5.995 -2.061  0.010
Cl15 7.006 5.680 -0.438  -0.170
Cl16 6.973 7.484 -2.738  -0.162
H64 8.720 6.095 -2.002  0.405
H65 7.379 5.167 -2.705  -0.076
C36 -5.382 1.565 -6.461  -0.274
Cl17 -5.351 2.858 -5.257  -0.161
Cl18 -5.326 -0.032 -5.702  -0.147
H66 -6.295 1.647 -7.037  0.332
H67 -4.519 1.675 -7.107  0.231
C37 6.724 6.183 -6.188  0.015
Cl19 7.277 4.746 -5.314  -0.086
Cl20 5.683 5.752 -7.552  -0.157
H68 6.164 6.814 -5.506  -0.029
H69 7.589 6.717 -6.561  0.243
C38 -1.482 5.171 -5.455  -0.282
Cl21 -1.863 4.039 -4.154  0.058
Cl22 -2.328 4.754 -6.952  -0.173
H70 -1.784 6.166 -5.148  0.364
H71 -0.414 5.146 -5.640  0.057
C39 -1.176 -3.027 -4.096  -0.151
Cl23 0.035 -4.229 -3.630  -0.176
Cl24 -2.236 -2.621 -2.744  0.029
H72 -0.668 -2.125 -4.421  0.007
H73 -1.778 -3.430 -4.902  0.341
C40 9.213 10.576 -4.376  -0.340
Cl25 8.596 9.323 -5.464  -0.085
Cl26 8.846 10.224 -2.683  -0.134
H74 10.288 10.637 -4.494  0.287
H75 8.753 11.520 -4.642  0.285
C41 7.601 2.304 -8.862  -0.119
Cl27 8.175 0.958 -7.868  -0.089
Cl28 6.709 1.737 -10.278  -0.160
H76 6.945 2.922 -8.259  0.011
H77 8.457 2.878 -9.194  0.352
C42 8.329 -2.103 -6.373  -0.287
Cl29 8.620 -0.919 -5.093  -0.084
Cl30 8.395 -3.759 -5.760  -0.174
H78 7.345 -1.925 -6.793  0.226
H79 9.088 -1.983 -7.137  0.322
C43 3.534 0.815 -6.437  -0.445
Cl31 3.229 2.448 -5.828  -0.116
Cl32 5.234 0.605 -6.870  -0.027
H80 3.278 0.098 -5.665  0.274
H81 2.919 0.651 -7.315  0.332
C44 3.702 6.366 -4.269  0.168
Cl33 2.055 5.758 -4.039  -0.089
Cl34 3.685 8.081 -4.701  -0.171
H82 4.263 6.247 -3.348  0.203
H83 4.169 5.795 -5.065  -0.115
C45 -11.908 -5.681 3.602  -0.191
Cl35 -10.691 -6.864 4.108  -0.175
Cl36 -12.967 -5.225 4.938  -0.154
H84 -11.399 -4.795 3.240  0.208
H85 -12.508 -6.117 2.813  0.304